1.
ORCA calculation (wB97M-V/def2-TZVPD) on the ion C13H19N2 with charge +1 in a non-equilibrium geometry.

Geometry as XYZ:
```
34
Properties=species:S:1:pos:R:3:mulliken_spin:R:1
H 2.008 -1.111 2.019 0.00
H -1.219 -2.296 -1.409 0.01
C -2.929 1.180 -0.899 0.13
H -0.036 -1.842 1.055 0.01
C -3.931 1.067 0.107 0.08
H -2.616 -1.521 1.859 0.00
H 4.126 1.216 -0.120 0.00
H -4.882 1.607 -0.053 0.01
H -0.462 -3.438 -0.409 0.00
N 1.186 -0.465 -0.653 0.00
C -1.670 -0.562 0.262 0.31
C 2.664 -0.567 1.485 0.00
H 3.418 -0.209 -1.258 0.00
H 3.229 -1.279 0.965 0.00
H 0.433 1.039 1.524 0.00
H -4.432 -0.146 1.972 0.02
C 3.235 0.739 -0.636 0.00
C 2.129 0.288 0.335 0.02
H 1.264 0.749 -2.380 0.02
C -0.707 0.617 -1.778 0.17
C 0.622 0.354 -1.715 0.47
C -2.703 -0.803 1.137 -0.09
H 2.954 1.474 -1.317 -0.01
C -1.821 0.335 -0.851 0.31
C -0.489 -1.512 0.225 0.03
C 1.269 1.408 0.937 0.02
H -2.770 2.138 -1.412 0.01
H 0.775 2.170 0.325 0.00
H 2.005 1.899 1.648 0.00
H 3.338 0.019 2.165 0.00
H -1.105 1.207 -2.610 0.01
C -3.802 0.048 1.104 0.39
H 1.503 -1.334 -0.909 0.02
N -0.585 -2.466 -0.713 0.07
```

## Properties
calculated total energy	-16756.8994	eV
frontier orbital gap (spin up / spin down)	5.54 / 6.25	eV
⟨S²⟩	2.03
spin multiplicity	3
energy relative to the best compared isomer or geometry (same formula, charge and spin)	37.9	kcal/mol
F_max	0.110	hartree/bohr
net charge	+1

=====

2.
ORCA calculation (wB97M-V/def2-TZVPD) on a structure of composition C14H23CdF3NO3PS in a non-equilibrium geometry.

Geometry as XYZ:
```
47
Properties=species:S:1:pos:R:3:nbo_charge:R:1
H -0.295 -1.894 2.342 -0.03
H -1.593 -0.838 -0.085 0.05
C -0.815 2.506 -2.204 -0.21
C 2.584 0.830 -0.134 -0.73
H -3.474 -3.149 -2.372 0.21
F -1.012 2.482 5.776 -0.32
P 2.119 -0.929 0.145 0.73
H 2.782 1.253 0.865 0.26
H 3.139 -2.817 1.200 0.24
H 3.115 -1.608 -1.951 0.23
H -2.883 1.555 -0.084 0.23
C -3.242 -2.615 -1.443 -0.41
H 4.375 -1.663 0.519 0.23
C 0.094 1.080 -0.506 -0.51
C -2.505 -0.471 -0.618 -0.15
C -1.522 -1.412 -2.663 -0.42
H 2.618 2.742 -2.073 0.21
N -2.667 -1.316 -1.768 -0.44
H -1.205 -0.417 -2.992 0.22
O 1.185 0.453 3.744 -0.99
H -4.161 -2.455 -0.867 0.20
Cd -0.116 -0.307 1.134 1.48
C -2.405 1.036 -0.936 -0.45
H -3.028 1.238 -1.829 0.23
F 1.155 2.264 5.802 -0.32
H 0.146 -1.425 2.772 0.06
O -1.294 0.801 3.167 -1.00
H -1.820 -2.016 -3.533 0.20
F -0.140 0.507 6.030 -0.32
H -2.557 -3.240 -0.842 0.16
C 1.583 2.442 -1.817 -0.21
H -3.353 -0.651 0.062 0.21
H 0.619 3.660 -3.322 0.21
H -1.702 2.845 -2.762 0.20
C 0.004 1.700 5.416 0.84
H 3.499 0.876 -0.751 0.23
S 0.069 1.315 3.308 2.12
C 0.478 2.948 -2.529 -0.22
O 0.328 2.023 2.004 -0.92
H 3.497 -1.275 2.078 0.27
C 3.428 -1.754 1.082 -0.96
H -0.656 -1.921 -2.194 0.15
H 1.751 -2.697 -1.461 0.24
C 2.095 -1.649 -1.532 -0.95
C 1.384 1.500 -0.813 -0.08
C -1.006 1.557 -1.180 -0.08
H 1.404 -1.093 -2.185 0.27
```

## Properties
calculated total energy	-55360.0586	eV
frontier orbital gap	7.90	eV
F_max	0.064	hartree/bohr
net charge	0

=====

3.
ORCA calculation (wB97M-V/def2-TZVPD) on a structure of composition C39H32N3OP2Re in a non-equilibrium geometry.

Geometry as XYZ:
```
78
Properties=species:S:1:pos:R:3:mulliken_spin:R:1
H 1.310 1.330 -2.562 0.00
H 0.093 -3.808 2.658 0.00
C -1.355 3.592 -4.276 0.01
C 1.592 -2.652 1.603 0.06
C -3.327 1.732 0.107 0.01
Re -0.297 -0.077 0.106 1.25
C 2.034 5.258 0.084 0.01
H 0.687 -1.383 -2.618 0.00
C 2.153 -2.663 -3.555 0.01
H -5.886 3.762 1.063 0.00
C 3.181 -4.326 -2.120 0.00
C -0.514 2.501 -2.292 0.08
C -2.587 4.036 0.255 0.01
C 1.091 4.671 2.230 -0.01
H -1.443 -0.651 -1.046 0.10
C 1.528 -2.806 -1.213 -0.02
C 3.757 -2.496 2.712 -0.01
C 2.925 -2.206 1.624 0.01
N 0.761 1.102 6.363 0.24
H -0.157 -4.681 -1.263 0.00
C -3.872 4.418 0.637 0.01
C 0.561 1.980 -3.030 0.01
C -2.315 2.686 -0.007 0.10
C -3.039 -5.139 0.504 0.08
H 1.353 4.098 -1.600 0.00
C -3.000 -3.986 1.289 -0.01
C -0.941 -4.517 -0.526 -0.01
C 0.300 0.669 5.376 -0.10
C -4.885 3.466 0.757 0.05
H 1.494 1.858 -4.957 0.00
H 1.554 -4.353 4.560 0.00
C -0.288 3.081 -5.011 0.03
C -2.009 -5.411 -0.403 0.02
P -0.635 2.132 -0.497 0.04
C -4.606 2.126 0.495 0.00
H -3.881 -5.825 0.603 0.00
C 1.946 -3.741 3.743 0.00
O 2.696 0.644 -0.305 0.09
H -1.926 -2.187 1.796 0.00
C -0.129 0.280 3.061 0.02
C 3.264 -3.267 3.775 0.04
H 2.545 -4.357 -0.078 0.00
H -3.808 -3.769 1.992 0.00
C 0.398 3.477 0.237 0.05
H 4.785 -2.110 2.733 0.00
H 2.692 5.866 -0.530 0.00
P 0.504 -2.196 0.188 0.06
H 3.645 -4.073 -4.210 0.00
C 3.046 -3.723 -3.372 0.02
H 3.915 -3.505 4.622 0.00
H -2.197 -0.885 -0.732 -0.01
C 0.306 3.686 1.622 0.02
C -1.918 -3.108 1.197 0.04
C 1.573 0.357 -0.105 0.04
C 0.667 2.274 -4.390 0.00
H 2.567 6.233 1.938 0.00
C 1.113 -3.428 2.665 0.02
C -0.868 -3.394 0.311 0.15
C 2.420 -3.874 -1.045 0.00
H -4.070 5.464 0.844 0.00
N -0.266 0.170 4.307 0.36
H -1.799 4.782 0.170 0.00
C 1.949 5.467 1.462 0.04
H -5.387 1.373 0.582 0.00
H -3.128 0.676 -0.128 0.01
C -1.486 3.285 -2.921 0.00
H 1.030 4.810 3.309 0.00
H 3.880 -5.148 -1.970 0.00
H -2.345 3.645 -2.361 0.00
H -0.389 3.090 2.229 0.01
C 1.281 4.254 -0.526 0.00
N -0.260 0.223 1.897 0.08
H 2.044 -2.192 -4.536 0.00
H -0.197 3.301 -6.071 0.00
H 3.311 -1.617 0.788 0.00
H -2.041 -6.314 -1.012 0.00
H -2.098 4.219 -4.752 0.00
C 1.394 -2.206 -2.475 0.02
```

## Properties
calculated total energy	-68154.8816	eV
frontier orbital gap (spin up / spin down)	5.36 / 3.04	eV
⟨S²⟩	3.81
spin multiplicity	4
F_max	0.128	hartree/bohr
net charge	+3

=====

4.
ORCA calculation (wB97M-V/def2-TZVPD) on an isolated molecule of C23H18N4O4 in a non-equilibrium geometry.

Geometry as XYZ:
```
49
Properties=species:S:1:pos:R:3:nbo_charge:R:1
C 5.101 -0.925 -0.563 -0.19
H 3.929 2.057 1.623 0.24
H -4.853 1.096 1.336 0.22
H 5.424 -1.754 -1.172 0.26
C -4.762 3.154 0.755 -0.20
C -3.253 -0.089 -0.495 -0.12
H -0.317 -1.936 1.872 0.23
C -0.083 -0.970 1.415 -0.33
C -0.994 -0.761 0.190 0.68
C -5.600 -0.689 -1.110 -0.15
C 2.049 0.196 1.315 0.67
C -4.466 -0.985 -0.362 -0.04
C -5.606 -2.893 0.558 -0.20
O -0.602 -0.961 -0.937 -0.62
H -5.405 3.485 1.557 0.22
N 1.298 -0.940 1.001 -0.42
C 3.807 -0.915 -0.030 0.23
H 1.126 -2.750 -0.004 0.20
C 4.277 1.237 1.013 -0.14
N 2.970 -1.965 -0.289 -0.49
H -3.030 4.351 -1.884 0.22
C -3.430 3.640 -1.177 -0.19
H -7.601 -1.245 -1.606 0.22
H 6.245 2.024 0.666 0.25
C 3.402 0.176 0.764 -0.20
H -4.500 5.117 -0.057 0.22
H -0.221 -0.167 2.144 0.27
C 5.547 1.221 0.489 -0.21
H -5.602 -3.755 1.209 0.21
N -2.241 -0.380 0.509 -0.60
O 8.001 1.066 -0.592 -0.37
N 7.285 0.122 -0.844 0.53
C -6.727 -1.486 -1.020 -0.22
C -3.114 2.297 -1.298 -0.24
C -6.734 -2.589 -0.183 -0.21
H -5.596 0.172 -1.762 0.21
H -3.599 -2.351 1.043 0.21
H -7.614 -3.210 -0.111 0.22
C 1.792 -1.925 0.206 0.33
C -4.448 1.812 0.634 -0.25
C -3.625 1.375 -0.397 0.06
C -4.254 4.070 -0.151 -0.21
O 7.608 -0.831 -1.518 -0.37
H -2.468 1.963 -2.096 0.22
H -2.477 -0.157 1.464 0.40
O 1.581 1.084 1.999 -0.60
C -4.477 -2.096 0.468 -0.22
H -2.771 -0.285 -1.461 0.25
C 5.944 0.134 -0.296 0.04
```

## Properties
calculated total energy	-38292.4716	eV
frontier orbital gap	8.30	eV
energy relative to the best compared isomer or geometry (same formula, charge and spin)	31.3	kcal/mol
F_max	0.026	hartree/bohr
net charge	0

=====

5.
ORCA calculation (wB97M-V/def2-TZVPD) on an isolated molecule of CH3FO2 in a non-equilibrium geometry.

Geometry as XYZ:
```
7
Properties=species:S:1:pos:R:3:nbo_charge:R:1
H -0.874 -1.883 0.546 0.44
H 0.357 0.507 1.007 0.12
O -1.197 -0.997 0.284 -0.39
C 0.840 0.134 -0.145 0.30
F 1.808 -0.774 -0.023 -0.34
H 1.076 0.952 -0.739 0.16
O -0.289 -0.487 -0.755 -0.29
```

## Properties
calculated total energy	-7889.4293	eV
frontier orbital gap (spin up / spin down)	7.45 / 7.73	eV
⟨S²⟩	2.01
spin multiplicity	3
energy relative to the best compared isomer or geometry (same formula, charge and spin)	73.2	kcal/mol
F_max	0.227	hartree/bohr
net charge	0

=====

6.
ORCA calculation (wB97M-V/def2-TZVPD) on a structure of composition C13H36BF4IrO4PSi3 in a non-equilibrium geometry.

Geometry as XYZ:
```
63
Properties=species:S:1:pos:R:3:mulliken_spin:R:1
H 4.459 0.095 -1.663 0.00
C 3.517 0.455 -2.052 0.04
H 1.979 1.672 3.673 0.01
C 2.602 -0.915 0.536 0.17
H -0.850 -4.973 1.287 0.00
C -1.194 2.913 -2.403 0.05
F -3.911 0.554 2.117 0.00
H 2.868 3.670 -0.752 0.00
H 0.526 2.042 -4.601 0.01
H -1.954 3.049 -1.630 0.00
Ir -0.361 -0.006 0.698 2.75
H -1.596 3.208 -3.352 0.02
H 2.324 -2.419 -2.333 0.00
H -2.272 0.243 -3.455 0.01
H 0.144 4.097 1.768 0.00
Si -0.348 1.319 -2.664 0.08
F -1.650 1.128 2.199 0.07
Si 2.075 -0.311 -1.157 0.08
O 0.961 1.386 1.794 0.12
F -3.093 2.447 1.010 0.00
H -3.741 -2.389 -0.695 0.00
H -3.389 -3.109 3.692 0.00
C 0.946 1.632 3.227 -0.01
C -1.414 -0.105 -2.856 0.07
C 2.832 3.071 0.137 0.06
C 0.157 -4.665 1.536 0.00
H 2.995 3.744 1.014 0.00
B -2.946 1.163 1.419 0.10
C 1.449 -1.840 -2.023 0.02
C -0.191 3.703 0.789 0.00
H 1.927 -1.574 1.147 -0.03
H 0.426 0.794 3.679 0.01
H 0.329 2.501 3.472 0.01
H 3.496 -1.499 0.229 0.02
H 2.953 -0.095 1.162 -0.01
H -0.990 -0.960 -3.391 0.00
C 0.596 1.026 -0.818 0.95
H 3.549 2.301 0.247 0.00
H -0.250 4.555 0.025 0.00
H 3.469 1.550 -2.030 0.00
P -1.101 -2.243 1.372 0.17
H -2.207 -4.227 2.748 0.00
H 3.513 0.099 -3.062 0.00
Si 1.086 2.440 0.468 0.13
O 0.223 -3.187 1.526 0.02
H -3.757 -1.826 0.973 0.00
C 1.073 1.585 -3.778 0.02
H 0.434 -5.012 2.593 0.00
H 0.965 -5.028 0.899 0.00
H -0.504 3.699 -2.109 -0.01
H -1.760 -3.428 4.380 0.00
C -2.374 -3.332 3.463 0.01
H 0.847 -2.414 -1.310 -0.01
O -1.806 -2.153 2.768 0.00
O -2.053 -2.979 0.391 0.03
H 1.685 0.734 -4.141 0.00
F -2.603 0.320 0.266 0.07
H -4.059 -3.544 0.647 0.00
H -1.769 -0.490 -1.959 -0.03
H -1.207 3.399 0.877 0.00
H 0.865 -1.719 -2.887 0.00
H 1.620 2.489 -3.459 0.00
C -3.541 -2.639 0.353 0.00
```

## Properties
calculated total energy	-69550.9926	eV
frontier orbital gap (spin up / spin down)	10.86 / 6.57	eV
⟨S²⟩	8.76
spin multiplicity	6
energy relative to the best compared isomer or geometry (same formula, charge and spin)	13.4	kcal/mol
F_max	0.053	hartree/bohr
net charge	+2

=====

7.
ORCA calculation (wB97M-V/def2-TZVPD) on a structure of composition C19H17BrCl2N3O7PdS in a non-equilibrium geometry.

Geometry as XYZ:
```
51
Properties=species:S:1:pos:R:3:nbo_charge:R:1
H -0.630 6.419 -0.221 0.23
C -1.405 2.646 -0.081 0.08
H -2.373 4.582 2.641 0.23
C -2.792 0.809 0.143 0.07
H 1.586 -1.724 1.719 0.23
C -3.409 4.504 2.941 -0.26
C 1.675 -2.799 1.854 -0.75
C 0.168 4.452 -0.475 -0.31
C -0.832 5.356 -0.213 -0.13
H -2.989 3.236 4.613 0.23
H 2.713 1.314 0.713 0.21
N -2.993 5.934 0.490 -0.15
H -7.110 4.229 4.022 0.22
N -4.152 5.863 1.033 -0.26
N -1.575 1.296 -0.014 -0.41
C -2.470 3.551 0.101 -0.02
O 4.029 -1.181 -0.867 -0.63
H 4.436 0.804 0.655 0.22
H 1.165 4.779 -0.738 0.24
Cl -1.275 -2.144 -1.067 2.56
H -2.899 -0.267 0.187 0.26
C -2.146 4.965 0.144 0.02
H -4.621 3.649 0.260 0.23
Br -5.560 2.577 5.911 0.04
H -6.497 5.593 2.037 0.22
C -4.401 5.164 2.181 0.16
O 0.833 2.175 -0.571 -0.63
S 2.175 -3.499 0.260 0.24
O -0.724 -3.423 -1.315 -0.80
C -3.751 3.756 4.047 -0.22
O -1.021 -1.233 -2.141 -0.85
Cl 3.857 2.093 -1.204 -0.07
C -5.083 3.661 4.422 -0.10
C -3.911 1.638 0.219 -0.24
C 1.800 -5.238 0.620 -0.75
H -4.892 1.189 0.276 0.23
Pd 0.139 0.326 -0.349 1.06
H 2.426 -3.027 2.610 0.20
H 2.075 -5.804 -0.267 0.22
H 0.705 -3.205 2.137 0.21
C -5.738 5.080 2.613 -0.23
O -0.689 -1.580 0.174 -0.87
H 0.733 -5.353 0.810 0.21
O 1.869 -0.669 -0.772 -0.75
C -0.077 3.071 -0.383 0.39
C 3.515 0.919 0.094 -0.47
O -2.692 -2.245 -0.850 -0.86
C 3.126 -0.423 -0.572 0.76
C -6.078 4.319 3.712 -0.24
C -3.755 3.006 0.211 -0.15
H 2.382 -5.586 1.473 0.19
```

## Properties
calculated total energy	-148177.6691	eV
frontier orbital gap (spin up / spin down)	5.92 / 5.81	eV
energy relative to the best compared isomer or geometry (same formula, charge and spin)	35.4	kcal/mol
F_max	0.033	hartree/bohr
net charge	-1

=====

8.
ORCA calculation (wB97M-V/def2-TZVPD) on an isolated molecule of C7H13N in a non-equilibrium geometry.

Geometry as XYZ:
```
21
Properties=species:S:1:pos:R:3:nbo_charge:R:1
H 1.439 2.282 -0.694 0.38
H -2.375 0.293 -0.692 0.21
C 2.488 -0.386 -1.760 -0.35
H -0.958 -2.150 1.196 0.21
C 2.185 -0.187 -0.478 -0.24
C -1.232 0.514 1.171 -0.42
C -2.569 0.468 0.366 -0.61
H -3.236 -0.306 0.735 0.21
H 2.844 -0.405 0.345 0.21
H -3.072 1.432 0.443 0.20
H -0.064 -2.080 -0.398 0.22
H -1.441 0.162 2.185 0.21
C -0.092 -1.767 0.640 -0.65
C -0.119 -0.252 0.520 -0.08
C 0.873 0.389 -0.152 0.14
H 1.787 -0.260 -2.573 0.20
H -0.935 1.557 1.292 0.20
H 3.443 -0.755 -2.123 0.19
N 0.641 1.660 -0.720 -0.82
H 0.663 -2.238 1.278 0.22
H -0.267 2.029 -0.580 0.38
```

## Properties
calculated total energy	-8958.3632	eV
frontier orbital gap	8.44	eV
energy relative to the best compared isomer or geometry (same formula, charge and spin)	36.2	kcal/mol
F_max	0.036	hartree/bohr
net charge	0

=====

Question: Which of these has the lowest F_max?
Answer: C23H18N4O4